DFT (wB97M-V/def2-TZVPD) results for C5H11N in the gas phase.

Geometry as XYZ:
```
17
Properties=species:S:1:pos:R:3:forces:R:3
C -1.1100 -0.1777 1.0522 0.1 0.0 0.0
C -0.4643 0.6126 -0.1125 0.0 0.0 0.0
C -1.3326 0.5904 -1.3760 0.1 0.0 0.0
N 0.9080 0.2012 -0.5049 -0.1 0.0 0.0
C 1.9438 0.1509 0.5061 0.1 0.1 0.2
C 1.4429 -1.0925 -0.1305 0.0 -0.3 0.0
H -0.5008 -1.0386 1.3331 -0.2 0.1 0.1
H -1.2374 0.4151 1.9631 0.0 0.0 -0.2
H -2.0842 -0.5893 0.7710 0.1 0.2 0.0
H -0.3499 1.6599 0.1946 0.0 -0.2 -0.1
H -1.6117 -0.4356 -1.6437 0.1 0.1 0.0
H -0.7684 1.0192 -2.2083 -0.1 0.0 0.1
H -2.2581 1.1684 -1.2561 0.2 -0.2 0.1
H 1.6516 0.3144 1.5452 0.0 -0.1 -0.1
H 2.9133 0.5757 0.2421 -0.3 -0.1 0.0
H 2.0115 -1.6339 -0.8829 0.0 0.2 0.0
H 0.8464 -1.7404 0.5075 0.2 0.0 -0.2
```
Forces are in eV/Å.

HOMO level in eV: -9.01
SMILES string: CC(C)N1CC1
HOMO-LUMO gap in eV: 10.219
Energy relative to the best compared isomer or geometry (same formula, charge and spin) in kJ/mol: 143.6
LUMO energy in hartree: 0.044
E in eV: -6852.0397
Total charge: 0


DFT (wB97M-V/def2-TZVPD) results for a molecular structure, C30H46BrCrN3P2.

Geometry as XYZ:
```
83
Properties=species:S:1:pos:R:3:forces:R:3
N -6.6931 4.8744 -4.7331 0.2 -0.1 0.2
C -6.4288 5.3509 -3.5138 0.2 -0.4 -0.1
C -5.5211 4.7590 -2.6259 0.4 -0.5 -0.4
C -4.8461 3.5660 -3.0213 -0.8 0.3 -0.7
C -5.1967 3.0376 -4.2888 -0.1 0.8 0.3
C -6.0827 3.7513 -5.1078 0.4 -0.4 0.5
C -3.8521 2.8594 -2.1943 0.4 -0.7 -0.2
Cr -0.7753 -0.0555 0.9566 1.2 1.6 2.4
P 3.9184 -0.9167 0.4303 3.3 -0.2 -1.3
C -3.0926 1.8226 -2.6900 -1.4 0.5 -1.0
C -2.0514 1.1577 -1.9828 0.1 -0.7 0.7
C -0.7969 0.9872 -2.5846 0.7 1.0 -0.3
C 0.3060 1.3735 -1.8076 -1.1 -2.0 -1.6
C 0.1572 1.6074 -0.4676 0.2 2.2 1.6
C -1.1540 1.8230 0.1154 0.0 -1.3 -1.8
C -2.1863 1.0743 -0.5551 -0.5 2.9 -0.4
Br 2.0327 0.3308 0.1382 -2.8 0.1 1.2
H -3.7061 3.2651 -1.1858 0.0 -0.4 -0.3
H -3.1455 1.6401 -3.7758 0.0 0.0 0.6
H -5.3506 5.2650 -1.6732 0.1 -0.4 -0.2
H -4.7715 2.0949 -4.6316 -0.3 0.4 0.0
H -6.9719 6.2585 -3.2575 0.2 -0.1 0.2
H -6.3035 3.3776 -6.1036 -0.1 0.1 0.1
H -0.6838 0.7511 -3.6525 -0.3 0.6 0.3
H -3.2315 1.1064 -0.2272 0.3 0.2 0.2
H 1.2879 1.3937 -2.2861 -0.1 -0.3 0.3
H -1.4211 2.4835 0.9455 0.4 -0.7 0.0
P -0.7179 -2.2582 0.3876 0.2 -0.5 -0.5
C 4.6572 0.7727 0.7004 -0.2 1.1 -0.2
C 5.9565 1.3844 0.2449 1.0 -0.4 0.3
H 4.4264 1.0513 1.7324 0.2 -0.3 0.2
H 3.9662 1.4331 0.1498 0.2 -0.7 0.3
H 5.9416 2.4405 0.5689 0.1 -0.5 -0.1
H 6.8033 0.8864 0.7189 0.3 0.2 -0.3
H 6.0386 1.3874 -0.8506 0.2 -0.2 0.3
C 4.2928 -1.4824 -1.3200 -0.4 -0.3 -0.5
C 5.4346 -2.4557 -1.7292 0.2 0.2 0.3
H 4.3586 -0.5916 -1.9667 -0.1 0.0 0.5
H 3.3482 -1.9631 -1.6324 0.2 0.2 0.1
H 5.3493 -2.6735 -2.8157 -0.1 0.2 0.7
H 6.4295 -2.0022 -1.5733 -0.4 -0.3 0.0
H 5.3791 -3.4233 -1.1986 0.1 0.5 -0.2
C 4.4724 -2.3197 1.5743 -1.0 -0.5 0.5
C 5.6022 -2.2234 2.6401 0.1 0.3 -0.1
H 4.6633 -3.2465 0.9913 -0.3 0.9 -0.2
H 3.5210 -2.5370 2.1008 0.4 0.0 -0.1
H 5.3478 -2.8819 3.4959 0.0 0.5 -0.5
H 6.5607 -2.6010 2.2370 -0.5 0.4 0.1
H 5.7332 -1.1951 3.0134 0.0 -0.4 -0.1
C -0.5212 -3.5092 1.6975 0.0 0.2 0.2
C -1.5114 -4.6679 1.6069 -0.1 -0.4 0.1
H -0.5968 -2.9879 2.6622 0.0 -0.4 -0.2
H 0.5176 -3.8530 1.5968 -0.2 0.0 0.1
H -2.4910 -4.3920 2.0317 0.4 -0.1 -0.2
H -1.6622 -5.0051 0.5669 0.1 0.1 0.4
H -1.1077 -5.5112 2.1870 -0.3 0.2 -0.2
C 0.5227 -2.6240 -0.8807 0.4 -0.3 0.0
C 0.0123 -2.5714 -2.3120 0.0 -0.2 -0.5
H 0.9437 -3.6056 -0.6106 -0.1 0.2 -0.4
H 1.3147 -1.8662 -0.7500 -0.4 -0.6 0.0
H -0.8381 -3.2503 -2.4613 0.3 0.2 -0.1
H -0.2911 -1.5561 -2.6155 0.1 -0.4 0.2
H 0.8218 -2.8891 -2.9821 -0.3 0.1 0.1
C -2.3812 -2.2235 -0.2960 -0.5 -0.8 -0.7
C -3.4596 -1.8662 0.7438 -0.3 -0.1 -0.1
H -2.5408 -3.2114 -0.7552 -0.5 0.4 0.0
H -2.3794 -1.4575 -1.0950 0.2 -0.6 0.3
H -4.2287 -1.2374 0.2758 0.2 -0.2 0.2
H -3.9578 -2.7725 1.1082 0.2 0.3 0.1
H -3.0770 -1.3076 1.6188 0.0 -0.2 -0.2
N -0.5919 -0.6191 3.8891 0.1 -0.7 -0.5
C -0.5106 0.7583 3.8332 -0.1 0.0 0.1
C -0.7976 1.5779 4.9453 0.3 0.5 -0.3
C -0.5196 2.9452 4.8273 0.1 -0.6 -0.3
C 0.0328 3.4095 3.6156 0.2 0.1 -0.3
C 0.1781 2.5252 2.5482 -0.6 0.5 0.4
N -0.1717 1.2039 2.6018 0.2 1.2 1.2
H 0.1433 -1.0881 3.3491 -0.4 0.3 0.6
H -0.7551 -1.0504 4.7902 0.0 0.1 -0.1
H -1.1850 1.1306 5.8712 0.3 0.3 -0.5
H -0.6898 3.6438 5.6559 0.0 -0.4 -0.4
H 0.3090 4.4766 3.4747 -0.2 -1.0 0.1
H 0.4651 2.9112 1.5720 0.2 -0.3 0.2
```
Forces are in eV/Å.

HOMO level (spin up / spin down) in eV: -12.24 / -12.42
Spin multiplicity: 5
HOMO-LUMO gap (spin up / spin down) in eV: 5.542 / 5.967
⟨S²⟩: 6.096
Energy relative to the best compared isomer or geometry (same formula, charge and spin) in kJ/mol: 379.9
LUMO energy (spin up / spin down) in hartree: -0.246 / -0.237
E in eV: -153347.7729
Total charge: +2


DFT (wB97M-V/def2-TZVPD) results for 2 unconnected molecules or ions with the total composition C6H14O.

Geometry as XYZ:
```
21
Properties=species:S:1:pos:R:3:forces:R:3
C 1.5903 1.0067 2.3944 -0.2 0.0 0.0
C 0.3665 0.7795 1.9243 0.2 0.0 0.1
C -0.2748 1.5138 0.7773 0.0 0.1 0.0
C -1.0653 0.6122 -0.1749 0.0 0.0 0.0
C -0.2048 -0.3833 -0.9330 0.1 0.2 0.2
O -1.0404 -1.0854 -1.8221 -0.1 0.0 0.0
C -0.3410 -2.0224 -2.5957 0.1 -0.2 -0.2
H 2.2460 1.7524 1.9471 -0.1 -0.1 0.0
H 1.9832 0.4661 3.2517 -0.1 0.0 -0.1
H -0.2500 0.0184 2.4077 0.1 0.1 -0.1
H -0.9706 2.2549 1.1956 0.1 -0.1 -0.1
H 0.4900 2.0794 0.2271 -0.1 -0.1 0.1
H -1.5996 1.2279 -0.9074 0.1 -0.1 0.1
H -1.8290 0.0575 0.3855 0.1 0.1 -0.1
H 0.5938 0.1427 -1.4879 -0.1 -0.1 0.1
H 0.2951 -1.0819 -0.2389 -0.1 0.1 -0.1
H 0.4384 -1.5419 -3.2088 -0.1 -0.1 0.1
H -1.0656 -2.5036 -3.2574 0.1 0.1 0.1
H 0.1390 -2.7919 -1.9700 -0.1 0.1 -0.1
H 3.3162 -0.7889 0.0443 0.0 0.0 0.0
H 2.7660 -0.4454 0.4077 0.0 0.0 0.0
```
Forces are in eV/Å.

HOMO level in eV: -9.63
SMILES string: C=CCCCOC.[H][H]
HOMO-LUMO gap in eV: 10.816
Energy relative to the best compared isomer or geometry (same formula, charge and spin) in kJ/mol: 226.3
LUMO energy in hartree: 0.044
E in eV: -8494.5472
Total charge: 0


DFT (wB97M-V/def2-TZVPD) results for a molecular structure, C7H6MgN2O6.

Geometry as XYZ:
```
22
Properties=species:S:1:pos:R:3:forces:R:3
O -1.4445 3.4146 -0.4451 1.1 -2.5 0.3
C -0.9982 2.3780 -0.3057 -1.0 2.3 -0.3
Mg 0.0862 -0.2194 0.0187 -0.2 -0.4 -0.2
O -3.0346 -0.9768 1.3962 3.2 1.4 -1.6
C -2.0652 -0.5859 0.9327 -3.2 -1.6 1.6
C 1.9281 0.8715 -0.9565 3.7 1.1 -1.7
O 2.9191 1.2187 -1.4152 -3.6 -1.1 1.6
C 0.7183 0.7428 2.0640 1.5 1.0 4.1
O 1.1046 1.0346 3.1045 -1.5 -1.0 -3.8
C -0.8287 -0.4622 -2.1461 -1.1 -1.3 -3.4
O -1.1932 -0.7933 -3.1774 1.1 1.2 3.4
C 0.8155 -4.8072 -0.0023 -0.2 -0.7 -0.1
N 1.8931 -4.0147 0.5645 0.0 1.4 0.2
C 1.7872 -2.6861 0.6356 0.4 -0.3 0.1
N 2.8291 -1.9699 1.1455 -0.5 -0.2 -0.2
O 0.7284 -2.1054 0.2071 0.2 1.3 0.2
H -0.0011 -4.1584 -0.3384 0.4 -0.2 0.2
H 0.4453 -5.4949 0.7612 0.0 0.0 -0.2
H 1.2068 -5.3718 -0.8513 -0.2 0.0 0.1
H 2.7341 -4.4644 0.9223 -0.4 0.1 -0.2
H 2.7446 -0.9722 1.3253 0.2 -0.8 0.0
H 3.6212 -2.4758 1.5204 0.0 0.4 0.0
```
Forces are in eV/Å.

HOMO level in eV: -16.95
HOMO-LUMO gap in eV: 8.634
Energy relative to the best compared isomer or geometry (same formula, charge and spin) in kJ/mol: 12.7
LUMO energy in hartree: -0.306
E in eV: -28051.9381
Total charge: +2


Asked for max |F| across the records above, the calculation gives 0.0059 0.0685 0.0063 0.0863 hartree/bohr in order.